No. 1
The following is a DFT calculation (ωB97M-V/def2-TZVPD) of a structure of composition C29H48N5ReSbSi3 at a distorted geometry.

Cartesian coordinates (Å):
Re: -0.517 0.229 -0.647
C: -4.183 1.047 1.693
C: -3.203 0.401 0.943
N: -2.131 1.022 0.465
C: -1.961 2.352 0.728
C: -2.906 3.078 1.477
C: -4.038 2.389 1.953
C: -2.675 4.452 1.728
C: -1.538 5.032 1.253
C: -0.592 4.295 0.503
C: -0.791 2.967 0.210
N: 0.061 2.054 -0.495
C: 1.293 2.401 -1.142
C: 1.835 3.644 -1.375
C: 3.105 3.789 -1.977
C: 3.831 2.705 -2.369
C: 3.284 1.409 -2.205
C: 3.944 0.239 -2.623
C: 3.341 -0.986 -2.454
C: 2.072 -1.032 -1.889
N: 1.417 0.053 -1.479
C: 2.019 1.274 -1.605
H: -5.041 0.494 2.046
H: -3.291 -0.648 0.690
H: -4.789 2.926 2.520
H: -3.392 5.017 2.310
H: -1.335 6.077 1.444
H: 0.294 4.825 0.211
H: 1.316 4.553 -1.139
H: 3.492 4.788 -2.121
H: 4.809 2.818 -2.819
H: 4.922 0.314 -3.083
H: 3.829 -1.902 -2.755
H: 1.548 -1.972 -1.763
N: -0.766 -3.171 4.489
C: 0.030 -2.571 3.354
C: -0.860 -1.911 2.291
N: -0.037 -1.260 1.250
H: -0.138 -3.599 5.180
H: -1.405 -3.908 4.176
H: -1.322 -2.471 4.991
H: 0.623 -3.384 2.936
H: 0.708 -1.849 3.808
H: -1.503 -1.155 2.745
H: -1.504 -2.649 1.811
H: 0.552 -1.947 0.783
H: 0.605 -0.593 1.682
C: -2.479 -4.391 -1.730
Si: -3.623 -2.973 -2.109
C: -4.499 -3.063 -3.735
C: -4.732 -2.485 -0.696
Sb: -1.868 -0.990 -2.528
Si: -3.140 1.460 -3.512
C: -1.684 2.586 -3.729
C: -4.244 1.815 -2.072
C: -3.977 0.867 -5.040
Si: -0.568 -1.577 -4.942
C: 0.378 0.006 -5.176
C: 0.410 -3.066 -4.423
C: -1.913 -1.963 -6.150
H: -3.028 -5.207 -1.251
H: -1.667 -4.089 -1.066
H: -2.040 -4.798 -2.642
H: -5.189 -3.912 -3.729
H: -3.809 -3.210 -4.565
H: -5.094 -2.168 -3.921
H: -5.592 -3.163 -0.688
H: -5.129 -1.476 -0.807
H: -4.242 -2.581 0.275
H: -0.914 2.416 -2.978
H: -2.029 3.619 -3.617
H: -1.239 2.494 -4.719
H: -3.691 2.216 -1.224
H: -4.824 0.947 -1.760
H: -4.960 2.581 -2.392
H: -3.268 0.604 -5.822
H: -4.585 1.694 -5.427
H: -4.655 0.034 -4.854
H: 0.569 0.523 -4.235
H: -0.151 0.682 -5.849
H: 1.346 -0.214 -5.636
H: 1.266 -2.832 -3.794
H: 0.799 -3.526 -5.340
H: -0.208 -3.819 -3.936
H: -2.817 -1.373 -6.026
H: -2.175 -3.021 -6.122
H: -1.524 -1.757 -7.153

## Properties
ΔE to the lowest compared entry with this formula, charge and spin in kJ/mol: 101.4
Total charge: +4
Orbital gap (alpha / beta) in eV: 5.56 / 6.14
2S+1: 2
Highest occupied orbital energy (alpha / beta) in eV: -17.8 / -18.0



No. 2
The following is a DFT calculation (ωB97M-V/def2-TZVPD) of a structure of composition C29H48NP3RuSSe at a distorted geometry.

Cartesian coordinates (Å):
Ru: 0.465 -0.786 -0.133
P: -0.919 -2.545 -0.065
P: 2.226 -0.798 1.235
P: 1.671 -1.553 -1.851
H: -2.275 3.424 -6.297
C: -2.366 2.518 -6.900
C: -3.250 1.555 -6.626
H: -3.939 1.610 -5.772
C: -2.572 -2.323 0.700
C: -0.175 -3.884 0.932
C: -1.402 -3.409 -1.602
C: 3.322 0.669 1.009
C: 2.033 -0.626 3.054
C: 3.406 -2.205 1.217
C: 0.807 -1.436 -3.453
C: 2.190 -3.307 -1.758
C: 3.234 -0.664 -2.183
H: -1.749 2.506 -7.808
H: -3.369 0.738 -7.338
H: -2.995 -1.375 0.361
H: -2.499 -2.305 1.790
H: -3.247 -3.131 0.409
H: 0.237 -3.485 1.861
H: 0.626 -4.391 0.388
H: -0.935 -4.627 1.189
H: -1.809 -2.688 -2.315
H: -2.193 -4.133 -1.381
H: -0.576 -3.944 -2.075
H: 4.106 0.610 1.778
H: 2.720 1.577 1.154
H: 3.774 0.687 0.010
H: 3.030 -0.554 3.502
H: 1.526 -1.505 3.462
H: 1.464 0.285 3.282
H: 4.050 -2.107 2.102
H: 4.031 -2.197 0.316
H: 2.852 -3.149 1.286
H: 1.286 -2.082 -4.196
H: 0.832 -0.407 -3.828
H: -0.240 -1.740 -3.362
H: 2.772 -3.557 -2.659
H: 1.330 -3.988 -1.708
H: 2.835 -3.472 -0.886
H: 3.626 -0.959 -3.163
H: 3.990 -0.903 -1.428
H: 3.046 0.418 -2.194
C: 0.573 2.119 -2.614
C: -0.600 1.669 -3.235
C: -0.641 1.505 -4.607
C: 0.410 2.007 -5.384
C: 1.577 2.486 -4.768
C: 1.692 2.517 -3.369
Se: 0.359 1.966 -0.695
H: -1.154 2.164 -0.769
H: -1.487 1.415 -2.653
H: -1.540 1.066 -5.055
H: 0.261 2.038 -6.470
H: 2.393 2.840 -5.403
H: 2.603 2.858 -2.876
N: -0.546 -0.249 1.707
S: -1.438 1.086 2.128
C: -2.552 0.499 3.403
C: -3.879 0.966 3.436
C: -4.738 0.505 4.437
C: -4.299 -0.426 5.384
C: -2.983 -0.898 5.322
C: -2.102 -0.439 4.334
C: -0.343 2.249 3.045
C: 0.223 3.305 2.312
C: 1.090 4.225 2.911
C: 1.292 4.178 4.295
C: 0.628 3.211 5.056
C: -0.209 2.276 4.432
H: -0.432 -0.913 2.473
H: -4.191 1.709 2.698
H: -5.766 0.860 4.482
H: -4.984 -0.829 6.137
H: -2.621 -1.633 6.043
H: -1.062 -0.770 4.347
H: -0.072 3.445 1.264
H: 1.603 4.967 2.272
H: 1.976 4.894 4.754
H: 0.777 3.180 6.142
H: -0.798 1.588 5.030

## Properties
Total charge: +3
Orbital gap (alpha / beta) in eV: 5.48 / 3.81
2S+1: 6
Highest occupied orbital energy (alpha / beta) in eV: -13.6 / -16.2



No. 3
The following is a DFT calculation (ωB97M-V/def2-TZVPD) of a cluster of 10 separate species, C29H49Cl2N3O21 in total at a distorted geometry.

Cartesian coordinates (Å):
O: 2.186 0.377 -2.660
C: 3.345 0.344 -2.167
O: 4.397 0.109 -2.898
C: 5.518 0.024 -2.082
C: 5.108 0.887 -0.925
O: 3.707 0.746 -0.966
H: 5.768 -0.961 -1.687
H: 6.361 0.471 -2.609
H: 5.442 1.919 -1.036
H: 5.466 0.376 -0.031
O: -3.234 -1.684 -2.512
C: -3.773 -2.715 -2.907
O: -5.095 -3.025 -2.844
C: -5.281 -4.411 -2.961
C: -4.035 -4.774 -3.743
O: -3.100 -3.780 -3.437
H: -5.300 -4.943 -2.010
H: -6.167 -4.687 -3.532
H: -4.177 -4.715 -4.822
H: -3.748 -5.786 -3.457
O: 2.356 -7.662 -0.086
C: 1.499 -6.992 0.548
O: 1.511 -5.691 0.443
C: 0.679 -5.065 1.427
C: -0.078 -6.260 2.004
O: 0.604 -7.388 1.418
H: 1.247 -4.672 2.271
H: -0.056 -4.395 0.979
H: -1.116 -6.299 1.673
H: -0.069 -6.379 3.088
O: -2.744 1.571 0.125
C: -3.831 1.358 -0.423
O: -4.464 0.182 -0.505
C: -5.780 0.322 -0.888
C: -5.853 1.813 -1.255
O: -4.604 2.318 -0.904
H: -5.945 -0.332 -1.744
H: -6.543 0.023 -0.169
H: -6.666 2.315 -0.731
H: -6.044 1.937 -2.321
O: 2.218 -4.939 4.876
C: 2.929 -3.964 4.704
O: 3.590 -3.694 3.558
C: 4.350 -2.571 3.689
C: 4.580 -2.469 5.153
O: 3.395 -3.110 5.630
H: 5.249 -2.607 3.074
H: 3.829 -1.655 3.413
H: 4.498 -1.413 5.413
H: 5.508 -2.926 5.494
O: 2.135 -2.229 1.202
C: 1.106 -1.561 0.860
O: 1.165 -0.306 0.329
C: -0.135 0.113 0.065
C: -1.106 -1.013 0.506
O: -0.137 -1.989 1.015
H: -0.160 1.034 0.648
H: -0.152 0.293 -1.010
H: -1.729 -1.286 -0.346
H: -1.718 -0.606 1.311
C: 5.377 1.440 5.596
N: 4.481 1.103 4.469
C: 4.851 0.929 3.201
C: 3.707 0.899 2.172
O: 6.023 0.882 2.779
H: 6.250 0.789 5.579
H: 4.887 1.340 6.564
H: 5.658 2.479 5.424
H: 3.512 0.862 4.618
H: 3.791 -0.068 1.676
H: 3.810 1.759 1.511
H: 2.743 0.894 2.681
C: -4.060 0.537 -6.886
N: -3.257 1.075 -5.781
C: -3.570 1.193 -4.515
C: -2.528 1.834 -3.581
O: -4.681 0.898 -4.061
H: -4.655 1.329 -7.341
H: -4.718 -0.229 -6.476
H: -3.405 0.105 -7.643
H: -2.300 1.302 -6.014
H: -2.342 1.056 -2.840
H: -2.829 2.833 -3.264
H: -1.658 2.005 -4.215
C: -0.565 4.014 -1.308
N: -0.415 5.431 -1.356
C: 0.352 6.117 -0.491
C: 0.563 7.541 -0.932
O: 0.934 5.728 0.564
H: 0.098 3.546 -0.581
H: -0.161 3.659 -2.256
H: -1.599 3.686 -1.201
H: -0.864 5.874 -2.146
H: 0.616 8.083 0.013
H: -0.328 7.944 -1.414
H: 1.504 7.572 -1.481
Cl: 0.618 3.401 2.762
C: -1.107 3.611 2.455
C: -2.086 3.056 3.527
Cl: -2.045 1.251 3.593
H: -1.288 3.124 1.497
H: -1.299 4.638 2.146
H: -3.075 3.392 3.217
H: -1.844 3.508 4.489

## Properties
Total charge: 0
Orbital gap in eV: 9.77
Highest occupied orbital energy in eV: -9.5



No. 4
The following is a DFT calculation (ωB97M-V/def2-TZVPD) of a structure of composition C29H49Cl2OPPm at a distorted geometry.

Cartesian coordinates (Å):
P: 0.120 -1.024 -4.442
C: 1.719 -0.394 -5.233
C: 2.027 -0.748 -6.691
C: 3.456 -0.310 -7.057
C: 3.665 1.187 -6.803
C: 3.325 1.556 -5.355
C: 1.900 1.109 -4.987
C: -1.315 -0.111 -5.267
C: -1.304 0.064 -6.785
C: -2.648 0.640 -7.271
C: -2.969 1.965 -6.571
C: -2.946 1.808 -5.047
C: -1.608 1.225 -4.561
C: -0.026 -2.723 -5.214
C: 1.164 -3.587 -4.766
C: 1.075 -5.012 -5.330
C: -0.249 -5.682 -4.949
C: -1.441 -4.826 -5.391
C: -1.352 -3.399 -4.828
H: 2.473 -0.914 -4.606
H: 1.314 -0.238 -7.356
H: 1.914 -1.825 -6.873
H: 3.664 -0.553 -8.105
H: 4.169 -0.883 -6.448
H: 4.696 1.472 -7.036
H: 3.016 1.759 -7.481
H: 4.036 1.064 -4.678
H: 3.428 2.635 -5.200
H: 1.679 1.358 -3.939
H: 1.182 1.665 -5.610
H: -2.155 -0.785 -5.016
H: -3.444 -0.087 -7.057
H: -1.095 -0.887 -7.294
H: -0.502 0.764 -7.066
H: -2.626 0.777 -8.359
H: -3.944 2.342 -6.899
H: -2.222 2.715 -6.866
H: -3.131 2.772 -4.560
H: -3.758 1.133 -4.740
H: -1.624 1.080 -3.472
H: -0.803 1.943 -4.778
H: 0.003 -2.623 -6.318
H: 2.114 -3.127 -5.067
H: 1.166 -3.629 -3.666
H: 1.156 -4.968 -6.426
H: 1.923 -5.605 -4.972
H: -0.285 -5.810 -3.858
H: -0.313 -6.682 -5.390
H: -2.382 -5.288 -5.077
H: -1.460 -4.775 -6.489
H: -2.207 -2.812 -5.186
H: -1.423 -3.432 -3.730
Pm: 0.021 -0.150 -0.063
Cl: -2.157 -0.726 -0.904
Cl: 2.372 0.040 -0.617
C: -0.356 1.646 1.085
H: -0.621 1.479 2.126
C: -0.436 2.822 0.422
C: -1.147 3.860 1.076
C: -1.279 5.098 0.500
C: -0.711 5.374 -0.755
C: 0.007 4.377 -1.426
C: 0.157 3.118 -0.872
H: -1.577 3.621 2.043
H: -1.831 5.873 1.026
H: 0.464 4.587 -2.390
H: 0.753 2.343 -1.366
H: -0.821 6.358 -1.198
C: 0.835 -0.606 4.042
C: 1.328 -0.836 2.642
O: 0.219 -1.382 1.838
C: 0.511 -2.698 1.271
C: 0.399 -3.757 2.354
H: -0.009 0.088 4.045
H: 1.659 -0.173 4.610
H: 0.535 -1.550 4.508
H: 1.629 0.103 2.163
H: 2.186 -1.521 2.619
H: -0.237 -2.864 0.495
H: 1.511 -2.669 0.813
H: -0.607 -3.748 2.788
H: 0.577 -4.726 1.888
H: 1.137 -3.610 3.148

## Properties
ΔE to the lowest compared entry with this formula, charge and spin in kJ/mol: 0.0
Total charge: -1
Orbital gap (alpha / beta) in eV: 4.12 / 4.13
2S+1: 5
Highest occupied orbital energy (alpha / beta) in eV: -1.8 / -1.8



No. 5
The following is a DFT calculation (ωB97M-V/def2-TZVPD) of a cluster of 3 separate species, C29H49F3I2N2O11P in total at a distorted geometry.

Cartesian coordinates (Å):
C: 0.575 -3.575 0.950
C: -0.153 -3.521 -0.364
O: 0.593 -4.231 -1.400
C: -0.018 -3.966 -2.611
O: -1.045 -4.546 -2.925
C: 0.647 -2.972 -3.523
C: 0.249 -1.507 -3.145
C: 1.335 -0.954 -2.226
C: 0.977 0.368 -1.551
C: 2.074 0.604 -0.424
F: 3.227 -0.050 -0.665
F: 1.650 0.105 0.753
F: 2.338 1.891 -0.186
O: -0.207 0.076 -0.848
P: -1.132 1.531 -0.438
C: -2.494 0.918 -1.616
C: -3.913 0.930 -1.030
N: -4.857 1.850 -1.703
O: -1.853 0.600 0.974
N: -1.872 -0.750 0.948
O: -2.757 -1.189 1.622
C: -2.103 3.071 0.205
I: -2.345 3.150 2.354
C: -2.643 4.105 -0.440
C: -3.401 5.237 0.222
I: -2.479 4.338 -2.532
O: -0.197 2.405 -1.617
C: 0.535 1.562 -2.430
C: 1.483 2.243 -3.405
O: 2.682 2.810 -2.889
C: 3.802 2.035 -2.848
C: 4.718 2.360 -1.893
C: 5.873 1.683 -1.779
C: 6.179 0.660 -2.630
C: 5.286 0.327 -3.587
C: 4.119 1.014 -3.695
H: 1.423 -2.890 0.968
H: 0.944 -4.580 1.153
H: -0.125 -3.266 1.720
H: -0.273 -2.483 -0.673
H: -1.158 -3.924 -0.244
H: 1.726 -3.062 -3.365
H: 0.469 -3.192 -4.570
H: 0.161 -0.965 -4.084
H: -0.715 -1.585 -2.653
H: 1.475 -1.681 -1.428
H: 2.275 -0.938 -2.782
H: -0.132 1.936 0.490
H: -2.240 -0.126 -1.758
H: -2.416 1.363 -2.604
H: -4.321 -0.079 -1.149
H: -3.949 1.137 0.037
H: -5.488 2.261 -1.031
H: -5.383 1.385 -2.427
H: -3.799 5.891 -0.550
H: -4.259 4.841 0.757
H: -2.719 5.758 0.886
H: -0.180 1.079 -3.125
H: 1.631 1.565 -4.243
H: 0.918 3.085 -3.803
H: 4.537 3.173 -1.207
H: 6.595 1.917 -1.009
H: 7.116 0.139 -2.518
H: 5.529 -0.493 -4.245
H: 3.440 0.735 -4.489
C: 3.203 -7.981 1.509
O: 2.276 -7.799 0.456
C: 2.532 -6.626 -0.315
C: 3.217 -6.962 -1.619
O: 4.533 -7.471 -1.414
C: 4.604 -8.878 -1.531
H: 3.073 -8.991 1.896
H: 4.234 -7.865 1.166
H: 3.007 -7.268 2.318
H: 3.124 -5.907 0.258
H: 1.569 -6.167 -0.537
H: 3.318 -6.045 -2.207
H: 2.615 -7.669 -2.197
H: 4.534 -9.178 -2.584
H: 3.815 -9.372 -0.959
H: 5.571 -9.197 -1.142
C: -4.890 7.123 7.965
O: -5.428 7.172 6.658
C: -4.436 7.366 5.656
C: -4.088 6.075 4.949
O: -3.442 5.161 5.822
C: -4.302 4.140 6.294
H: -5.669 6.755 8.632
H: -4.030 6.452 8.024
H: -4.593 8.126 8.293
H: -3.538 7.821 6.085
H: -4.854 8.066 4.925
H: -3.386 6.295 4.139
H: -4.980 5.623 4.505
H: -4.497 3.411 5.500
H: -5.250 4.544 6.659
H: -3.797 3.633 7.115

## Properties
Total charge: -1
Orbital gap in eV: 7.91
Highest occupied orbital energy in eV: -5.6



Number 1: electronic energy -2593.36054 hartree. Number 2: electronic energy -5105.98429 hartree. Number 3: electronic energy -3799.13512 hartree. Number 4: electronic energy -3079.83107 hartree. Number 5: electronic energy -3307.76404 hartree.